Density functional theory data (ωB97M-V with the def2-TZVPD basis set) for 3 unconnected molecules or ions with the total composition C17H48BBrN6O5P2 at a distorted geometry.

Element x y z (Å)
H  -0.91952  4.59517  5.27553
H  4.03730  -3.09390  1.09612
H  -0.30178  -4.53071  -6.22325
H  -2.90878  -0.66946  -6.72131
H  -0.23889  4.16079  2.08771
H  4.41963  1.77378  4.96933
Br  -2.14944  -4.86200  2.46832
H  -3.41230  -1.29240  -3.07525
H  -0.89751  3.55549  6.70196
H  -0.97822  -0.48116  -7.24760
H  2.63688  -3.18351  2.35492
H  -0.49462  0.55229  -5.38568
O  -4.83965  -2.13269  1.76880
N  -2.53370  -1.76205  -4.95536
P  -0.95224  -2.38248  -4.70702
H  -2.41776  0.33173  -5.31013
H  1.22323  5.01783  1.57312
C  2.66249  3.08615  6.55373
P  1.48436  2.40740  4.02826
N  2.38838  2.16505  5.46758
H  -3.38848  -3.03253  -3.46687
N  0.31949  -1.28465  -4.67994
H  -1.39556  -2.41474  -0.55614
O  -4.10582  -1.08424  2.01432
H  -4.73750  -3.94758  0.62593
H  -3.90284  -0.63690  1.13820
H  -4.54439  -1.98835  -4.25148
H  2.16379  -2.25297  -4.99561
H  -1.53210  2.84176  3.64489
H  0.25852  -0.84063  0.05205
H  3.31754  0.39340  4.72039
H  2.11552  5.22988  4.98643
H  0.87724  0.71917  -4.33438
H  2.79714  -0.55147  0.46082
H  -0.21223  -3.97008  -7.89182
N  0.06124  2.73041  5.04746
H  1.45401  -2.53538  -3.39770
C  3.23202  -2.43373  1.67839
H  1.15371  3.27422  1.44620
C  -2.95682  -0.55453  -5.63811
C  2.33292  -1.63615  0.56337
C  -4.12611  -2.95615  0.75497
C  -0.55400  -1.45862  -7.48025
H  1.10653  0.15132  -5.98740
C  0.85256  4.11866  2.07858
H  -1.67700  -1.22726  0.97757
C  1.59772  -1.78632  -4.18633
H  -4.14356  -2.33095  -0.24178
H  3.83467  -1.64532  2.30880
C  0.44528  0.08259  -5.11511
H  2.26670  5.88300  3.38466
B  -2.56361  -3.33420  1.23260
H  3.03928  4.04790  6.21216
H  -0.94256  1.20583  3.97114
O  -1.10390  -2.29650  -3.16856
C  3.54146  1.24998  5.36551
H  -1.94498  2.02190  5.16933
C  0.75394  -1.43546  0.95613
H  0.51168  -1.30292  -7.67555
O  -0.01241  -2.71801  1.04278
C  -1.37817  -2.32341  0.61354
N  1.36982  3.97544  3.43547
H  0.68333  5.81912  4.15690
H  -4.01643  -0.31874  -5.46459
C  1.62122  5.26701  4.02127
H  3.43282  2.71162  7.24278
H  -1.02321  -1.76415  -8.41549
H  0.52440  4.44765  6.26121
H  3.81174  0.82088  6.33751
O  2.72224  2.12644  3.14172
H  2.37950  -2.11920  -0.51704
C  -3.51244  -2.02692  -3.88331
H  2.22190  -1.00175  -3.74334
C  -0.01742  -3.67788  -6.85215
C  -0.31125  3.88455  5.84394
H  1.05897  -3.52021  -6.73070
C  -1.15026  2.18078  4.42945
H  0.56870  -0.75785  1.90962
N  -0.77788  -2.48132  -6.47570
H  1.79542  3.20822  7.20344

Results
HOMO-LUMO gap	5.906	eV
charge	0
SMILES	CN(C)P(=O)(N(C)C)N(C)C.CN(C)P(=O)(N(C)C)N(C)C.CCCOCB(Br)COO
LUMO level	-1.54	eV



Density functional theory data (ωB97M-V with the def2-TZVPD basis set) for a molecular structure, C5H10O2Pb at a distorted geometry.

Element x y z (Å)
H  -0.30334  -1.72940  -1.04920
H  -0.19798  -0.09869  -1.55694
H  -2.54234  -0.92225  -1.36503
H  3.30127  1.75248  0.42658
Pb  0.43027  2.64463  0.02897
H  2.97966  0.46337  1.62676
C  -3.59864  0.09838  0.17243
C  -2.52060  -0.46813  -0.36878
H  -3.50927  0.84617  0.96103
H  3.64598  0.03157  0.01369
H  -4.55600  0.00288  -0.33656
C  -0.18527  -0.71447  -0.64455
H  0.88263  -0.83370  1.27390
O  1.66306  0.61782  0.02336
C  2.97456  0.71314  0.55512
H  1.75454  -1.44391  -0.12332
C  1.06121  -0.65224  0.20184
O  -1.27973  -0.30766  0.16070

Results
HOMO-LUMO gap (spin up / spin down)	5.777 / 5.563	eV
charge	0
ΔE to the lowest compared entry with this formula, charge and spin	0.089	eV
LUMO level (spin up / spin down)	0.26 / 0.13	eV



Density functional theory data (ωB97M-V with the def2-TZVPD basis set) for 2 unconnected molecules or ions with the total composition C4H12 at a distorted geometry.

Element x y z (Å)
H  1.47004  2.35073  1.39642
H  1.73132  0.95487  0.46383
H  0.00974  0.59427  2.32988
H  -0.82872  -1.42434  -3.25834
H  2.94449  1.38766  1.60127
H  -2.50188  -2.12583  -1.61945
H  1.02818  1.17152  3.45761
C  -1.05932  -0.61139  -2.54303
H  -1.65066  -0.10667  -3.30723
H  -0.16032  -0.08066  -2.27236
H  -1.33514  -1.67890  -0.57294
C  1.08620  0.58250  2.53943
H  -2.52690  -0.48849  -1.11408
H  1.36830  -0.46166  2.63557
C  -1.85624  -1.26261  -1.43413
C  1.86264  1.33524  1.48200

Results
HOMO-LUMO gap	12.198	eV
charge	0
ΔE to the lowest compared entry with this formula, charge and spin	0.747	eV
SMILES	CC.CC
LUMO level	1.05	eV



E in Eh, matching the order above: -4662.3065 -539.6887 -159.5575